(one)
# C4H9N

The molecule C4H9N (ωB97M-V/def2-TZVPD, OMol25).

Each line ends with the natural charge from an NBO analysis.
CARTESIAN COORDINATES (ANGSTROEM)
C 0.92607 -1.21628 -0.71220  -0.633
C -0.04612 -0.93256 0.41238  -0.077
C 0.20754 0.28262 1.28172  -0.233
N -0.95714 0.20070 0.48935  -0.421
C -1.04768 1.24679 -0.45728  -0.379
H 1.71735 -1.87902 -0.33735  0.220
H 0.44051 -1.73175 -1.54730  0.209
H 1.39651 -0.29782 -1.07638  0.214
H -0.57768 -1.83430 0.76063  0.205
H 0.83207 1.17795 0.66917  0.156
H 0.11824 0.31261 2.37779  0.208
H -1.64762 2.06980 -0.04506  0.204
H 0.16758 1.73336 -0.42994  0.119
H -1.52961 0.86790 -1.38552  0.208

Lowest unoccupied orbital energy in Ha: 0.04435
SMILES string: C[C@H]1CN1C
Frontier orbital gap in Eh: 0.3704


(two)
# C4H9N

A cluster of 2 separate species, C4H9N in total (ωB97M-V/def2-TZVPD, OMol25).

Each line ends with the natural charge from an NBO analysis.
CARTESIAN COORDINATES (ANGSTROEM)
C 1.29205 1.13555 0.29775  -0.635
C 0.54287 -0.00229 0.96059  -0.054
C -0.93580 0.00453 1.04204  -0.233
N -0.37519 -0.78023 0.13228  -0.207
C -0.37207 -1.57430 -0.88961  -0.269
H 1.46654 1.94462 1.01533  0.221
H 2.26449 0.80337 -0.08577  0.206
H 0.69495 1.53600 -0.52814  0.226
H 1.15629 -0.63612 1.61570  0.175
H -1.70636 0.93140 -1.01192  -0.001
H -1.69520 -0.23885 1.77151  0.212
H -1.30468 -2.01811 -1.21710  0.198
H -1.59174 0.65053 -1.70053  -0.035
H 0.56384 -1.75610 -1.40211  0.196

Lowest unoccupied orbital energy in Ha: 0.04209
Frontier orbital gap in Eh: 0.3135


(three)
# C4H9N

A cluster of 2 separate species, C4H9N in total (ωB97M-V/def2-TZVPD, OMol25).

Each line ends with the natural charge from an NBO analysis.
CARTESIAN COORDINATES (ANGSTROEM)
C -0.72548 0.04356 -2.46187  -0.399
C -0.00497 -1.05942 -2.62353  -0.371
H -0.86252 0.72618 -3.29711  0.199
H -1.52667 0.04999 -1.73215  0.194
H 0.71051 -1.25591 -3.40901  0.189
H -0.20150 -1.96481 -2.05831  0.189
C -0.78020 0.88032 1.22646  -0.546
C 0.44391 0.36095 1.30248  0.023
N 1.04319 -0.11722 2.44569  -0.820
H -1.32413 0.98815 2.15992  0.185
H -1.25769 1.03117 0.27492  0.208
H 1.06804 0.24850 0.42022  0.191
H 1.78244 -0.79165 2.38797  0.383
H 0.45441 -0.24691 3.25187  0.374

Lowest unoccupied orbital energy in Ha: 0.04333
SMILES string: C=CN.C=C
Frontier orbital gap in Eh: 0.3400


(four)
# C4H9N

The molecule C4H9N (ωB97M-V/def2-TZVPD, OMol25).

Each line ends with the natural charge from an NBO analysis.
CARTESIAN COORDINATES (ANGSTROEM)
C 2.31485 -0.23527 -0.03639  -0.649
C 0.93647 0.41035 -0.21812  -0.182
C -0.13085 -0.09886 0.37518  -0.222
C -1.46952 0.58185 0.24634  -0.249
H 2.21296 -0.83922 0.93296  0.214
H 2.50338 -0.89802 -0.98021  0.216
H 3.15739 0.50139 0.00008  0.219
H 0.92133 1.30041 -0.92262  0.197
H -0.06261 -0.99207 0.97727  0.194
H -1.76417 0.97688 1.22159  0.193
H -1.36296 1.47351 -0.34825  0.194
H -2.69619 -1.17290 0.29169  0.361
H -2.06210 -0.64636 -1.22865  0.356
N -2.49799 -0.36169 -0.31088  -0.841

Lowest unoccupied orbital energy in Ha: 0.04420
SMILES string: C/C=C/CN
Frontier orbital gap in Eh: 0.3709


Which is the most stable structure? (four) is the most stable.


(one)
# H4S2

A cluster of 2 separate species, H4S2 in total (ωB97M-V/def2-TZVPD, OMol25).

Each line ends with the natural charge from an NBO analysis.
CARTESIAN COORDINATES (ANGSTROEM)
S 1.56935 0.55590 -0.93791  -0.290
H 0.60007 1.01375 -1.75190  0.148
H 1.63097 -0.62114 -1.58789  0.142
S -1.56568 0.20980 1.28037  -0.290
H -0.44964 -0.06647 1.98027  0.148
H -1.78507 -1.09183 1.01704  0.142

Lowest unoccupied orbital energy in Ha: 0.03119
SMILES string: S.S
Frontier orbital gap in Eh: 0.3719


(two)
# H4S2

A cluster of 2 separate species, H4S2 in total (ωB97M-V/def2-TZVPD, OMol25).

Each line ends with the natural charge from an NBO analysis.
CARTESIAN COORDINATES (ANGSTROEM)
S -2.81899 0.12644 0.52069  -0.320
H -2.37423 1.17799 1.32988  0.162
H -3.76019 0.71811 -0.30062  0.159
S 2.83557 -0.12410 -0.54079  -0.311
H 2.46081 -0.74954 0.58575  0.147
H 3.40822 -1.18387 -1.29339  0.164

Lowest unoccupied orbital energy in Ha: 0.02697
SMILES string: S.S
Frontier orbital gap in Eh: 0.3842


Which is the most stable structure? (one) is the most stable.


(one)
# C28H49N7

A cluster of 7 separate species, C28H49N7 in total (ωB97M-V/def2-TZVPD, OMol25).

Each line ends with the Mulliken charge.
CARTESIAN COORDINATES (ANGSTROEM)
C -2.96874 0.89956 -1.36213  -0.859
C -3.65458 2.26003 -1.52800  -0.770
C -4.69084 2.35983 -2.64365  -0.218
C -5.56533 3.53061 -2.53079  0.134
N -6.30615 4.39940 -2.40696  -0.430
H -2.21280 0.84029 -2.14782  0.429
H -3.66016 0.07150 -1.53282  0.435
H -2.58288 0.79569 -0.35320  -0.040
H -2.89697 3.04531 -1.57626  0.377
H -4.16507 2.51593 -0.59169  0.394
H -5.39031 1.52181 -2.58033  0.147
H -4.13794 2.29803 -3.58198  0.347
C 0.26886 0.77020 1.30316  -0.285
C -0.11528 -0.69290 1.51270  -0.614
C -0.53271 -1.43908 0.23926  0.408
C 0.49743 -1.36844 -0.81517  0.083
N 1.28648 -1.26614 -1.64435  -0.505
H 1.27854 0.80887 0.88507  -0.366
H 0.41382 1.24867 2.27368  0.322
H -0.44213 1.31708 0.68982  0.217
H -0.98697 -0.69335 2.17252  0.353
H 0.66362 -1.28917 1.98434  0.221
H -1.45787 -1.11849 -0.23569  -0.221
H -0.56665 -2.49293 0.52908  0.398
C 3.58240 1.72600 -0.52481  -0.219
C 3.59871 2.48460 -1.83256  -0.496
C 2.42834 2.08782 -2.77582  -0.164
C 1.12061 2.23146 -2.08355  -0.018
N 0.12248 2.33188 -1.52253  -0.355
H 3.87035 2.45216 0.24820  0.385
H 4.25958 0.90175 -0.30491  0.211
H 2.58905 1.41448 -0.19408  -0.480
H 4.51332 2.19173 -2.35098  0.167
H 3.52874 3.56418 -1.75628  0.395
H 2.31753 1.04907 -3.11092  0.088
H 2.41553 2.67980 -3.69028  0.462
C -2.32323 3.42593 3.50398  -1.154
C -2.91827 4.70764 4.09185  -0.363
C -2.35227 5.00678 5.49190  -0.521
C -2.13561 3.87494 6.38832  0.250
N -1.94161 2.94162 7.02335  -0.418
H -2.80920 2.54128 3.93160  0.363
H -1.25992 3.25062 3.65713  0.362
H -2.60975 3.29281 2.45787  0.294
H -4.00235 4.60054 4.08949  0.282
H -2.69079 5.56657 3.46224  0.297
H -2.91656 5.81500 5.96066  0.371
H -1.37897 5.48154 5.33015  0.242
C 6.50367 -1.22819 -4.25461  -1.390
C 5.28627 -0.59091 -3.59369  -0.310
C 4.80493 -1.30716 -2.33475  0.773
C 5.75415 -1.31769 -1.21438  0.253
N 6.46797 -1.30120 -0.31727  -0.577
H 6.52833 -2.32129 -4.27157  0.334
H 7.43676 -0.92723 -3.77490  0.340
H 6.57496 -0.97878 -5.31545  0.384
H 4.50135 -0.53908 -4.35043  0.407
H 5.47064 0.45495 -3.34350  -0.054
H 4.48550 -2.33530 -2.51743  0.477
H 3.88440 -0.82849 -1.98637  -0.516
C -5.87451 -3.26506 -1.73551  -1.153
C -5.84672 -3.48656 -0.21833  -0.449
C -4.70906 -2.83141 0.56168  -0.161
C -4.96462 -1.39081 0.71035  0.202
N -5.17836 -0.26824 0.82117  -0.456
H -6.20656 -2.26057 -2.01672  0.291
H -6.52552 -3.99271 -2.21436  0.344
H -4.89151 -3.31649 -2.21454  0.318
H -5.77577 -4.57390 -0.13686  0.336
H -6.83942 -3.21223 0.13584  0.291
H -3.71142 -2.94908 0.13740  0.124
H -4.64474 -3.23747 1.57276  0.350
C 3.52888 -2.95487 0.59908  -0.495
C 3.56024 -4.32881 1.14256  -0.766
C 3.64408 -4.45554 2.66528  -0.509
C 2.39805 -3.89164 3.22882  0.261
N 1.43495 -3.44853 3.67321  -0.468
H 4.54794 -2.56146 0.61554  0.220
H 2.91459 -2.24754 1.16017  0.113
H 3.22264 -2.87115 -0.44400  0.223
H 4.29299 -5.03451 0.72863  0.363
H 2.68181 -4.91163 0.81782  0.354
H 4.40130 -3.77431 3.06774  0.253
H 3.75827 -5.45757 3.06778  0.354

Lowest unoccupied orbital energy in Ha: 0.01593
SMILES string: CCCC#N.CCCC#N.CCCC#N.CCCC#N.CCCC#N.CCCC#N.CCCC#N
Frontier orbital gap in Eh: 0.4298


(two)
# C28H49N7

A structure of composition C28H49N7 (ωB97M-V/def2-TZVPD, OMol25).

Each line ends with the Mulliken charge.
CARTESIAN COORDINATES (ANGSTROEM)
C -3.86546 -1.60551 -1.20820  -1.285
C -2.45450 -1.73452 -1.93237  0.428
C -1.99596 -0.77350 -3.04494  -1.168
C -1.69995 0.57391 -2.61829  0.312
N -1.39291 1.58609 -2.19106  -0.328
H -4.64220 -1.58094 -1.97251  0.445
H -3.99603 -0.63265 -0.73426  0.208
H -4.04641 -2.37145 -0.45409  0.294
H -2.36974 -2.70597 -2.41939  0.499
H -1.74685 -1.65326 -1.10730  -0.722
H -2.78308 -0.65652 -3.78982  0.525
H -0.99536 -1.03622 -3.38829  0.361
C 2.30042 0.67375 1.89729  -1.392
C 1.99530 0.64080 3.44665  -0.324
C 1.56669 2.00719 3.95777  -0.359
C 2.69067 2.97171 3.61421  0.102
N 3.59194 3.70898 3.40663  -0.507
H 3.33645 1.00070 1.80871  0.721
H 1.85565 1.50064 1.34363  0.289
H 2.27913 -0.32463 1.46038  0.678
H 2.79879 0.16887 4.01215  0.507
H 1.12092 -0.00419 3.53345  -0.145
H 1.43419 1.81533 5.02254  0.509
H 0.57325 2.25101 3.58128  0.220
C -1.15067 -2.51490 1.42017  0.746
C -1.36394 -2.43854 2.92135  -1.499
C -1.78947 -1.01140 3.47732  0.094
C -2.72627 -0.22178 2.66313  0.104
N -3.48343 0.30881 1.97731  -0.465
H -0.17140 -2.08883 1.20205  -0.058
H -1.85572 -2.04436 0.73490  0.478
H -1.05470 -3.57565 1.18845  -0.521
H -0.66893 -3.02182 3.52537  0.374
H -2.27975 -2.95508 3.20873  0.493
H -0.92099 -0.38879 3.69228  -0.344
H -2.30561 -1.17994 4.42246  0.565
C 0.32650 -3.51426 -0.09231  -0.264
C -0.47052 -4.80351 -0.13108  -0.961
C -1.54833 -4.86257 -1.23551  -0.113
C -0.93243 -4.59302 -2.58582  0.325
N -0.49311 -4.26484 -3.59531  -0.568
H 0.96558 -3.54675 -0.97470  0.528
H 0.96070 -3.44344 0.79137  0.496
H -0.17590 -2.56052 -0.25380  1.405
H -0.83790 -5.00970 0.87421  0.513
H 0.30702 -5.53664 -0.34564  0.517
H -2.37194 -4.17257 -1.05204  -0.042
H -1.91781 -5.88606 -1.29924  0.505
C 1.36598 0.12309 -0.87338  -0.681
C 0.45402 -0.39309 0.32760  0.527
C -0.84499 0.40426 0.56144  2.474
C -0.55175 1.77431 1.05348  -0.393
N -0.35552 2.75597 1.59195  -0.871
H 0.71883 0.28901 -1.73463  -0.243
H 2.08159 -0.65982 -1.12451  0.431
H 2.06430 0.93130 -0.65600  0.270
H 1.04549 -0.38286 1.24311  -0.318
H 0.23208 -1.44553 0.15093  -2.621
H -1.58761 0.03313 1.26776  0.051
H -1.43974 0.49712 -0.34727  -0.841
C 3.22199 0.69426 -2.14994  -0.579
C 4.29941 1.72843 -1.81675  -0.535
C 5.16842 1.91244 -3.12139  -0.476
C 6.27645 2.83875 -2.89949  0.193
N 7.13306 3.60259 -2.62417  -0.447
H 2.70069 0.51670 -1.20929  -0.446
H 3.67703 -0.28473 -2.30033  0.422
H 2.56926 1.01991 -2.95986  0.363
H 4.99609 1.40048 -1.04526  0.301
H 3.78518 2.62321 -1.46601  0.351
H 4.49837 2.25530 -3.90981  0.347
H 5.59327 0.95374 -3.41886  0.297
C -1.57359 5.16802 -0.63729  -1.362
C -1.46769 3.68344 -0.96643  -0.174
C -2.34787 2.68307 -0.07948  0.661
C -3.74079 3.11605 0.15217  0.061
N -4.82424 3.45979 0.29555  -0.690
H -2.53943 5.50721 -0.26285  0.287
H -1.26909 5.78074 -1.48580  0.420
H -0.82286 5.55048 0.05426  0.301
H -0.47532 3.25291 -0.83251  0.139
H -1.49492 3.55413 -2.04839  0.511
H -1.95398 2.91012 0.91118  -0.106
H -2.18799 1.65282 -0.39747  0.200

Lowest unoccupied orbital energy in Ha: -0.00439
Frontier orbital gap in Eh: 0.3504


Which is the most stable structure? (one) is the most stable.


(one)
# C2H5F2N

A structure of composition C2H5F2N (ωB97M-V/def2-TZVPD, OMol25).

Each line ends with the natural charge from an NBO analysis.
CARTESIAN COORDINATES (ANGSTROEM)
C -0.74288 0.94534 0.06312  -0.114
C 0.92699 -0.95932 -0.83746  0.408
N -1.17414 1.70432 1.06866  -0.552
F 1.76462 -0.10929 -1.15906  -0.247
F 0.93308 -0.92599 0.91426  -0.539
H -0.89102 -0.05217 0.39072  0.178
H -0.05017 1.35445 -0.54482  0.171
H -0.19982 -0.99001 -0.67550  0.214
H 1.18212 -2.09790 -0.90317  0.162
H -1.74877 1.13056 1.68326  0.319

Lowest unoccupied orbital energy in Ha: 0.01798
Frontier orbital gap in Eh: 0.3859


(two)
# C2H5F2N

The molecule C2H5F2N (ωB97M-V/def2-TZVPD, OMol25).

Each line ends with the natural charge from an NBO analysis.
CARTESIAN COORDINATES (ANGSTROEM)
C -1.27189 0.06742 -0.01770  -0.433
C 1.10751 0.10619 0.27300  0.680
N -0.00736 -0.56109 -0.35435  -0.676
F 1.60017 1.28767 -0.08300  -0.337
F 2.20297 -0.70783 0.02912  -0.368
H -1.55157 -0.43422 1.01044  0.200
H -1.10709 1.19080 0.05181  0.195
H -2.02876 -0.22244 -0.89274  0.212
H 1.08904 0.11859 1.33726  0.130
H -0.03301 -0.84508 -1.35384  0.397

Lowest unoccupied orbital energy in Ha: 0.03703
SMILES string: CNC(F)F
Frontier orbital gap in Eh: 0.4007


Which is the most stable structure? (two) is the most stable.